(1)
{
  "formula": "C39H35ClIrN4OPS",
  "method": "the ωB97M-V functional and the def2-TZVPD basis",
  "lumo_ev": [-9.95, -10.65],
  "de_lowest_kj_mol": 0.0,
  "homo_ev": [-16.24, -16.51],
  "spin_multiplicity": 2,
  "charge": 3,
  "species": ["Ir", "C", "C", "C", "C", "C", "C", "N", "C", "C", "C", "C", "C", "C", "N", "N", "C", "C", "C", "C", "C", "N", "H", "H", "H", "H", "H", "H", "H", "H", "H", "H", "H", "H", "H", "Cl", "C", "C", "C", "C", "C", "C", "P", "C", "C", "C", "C", "C", "C", "C", "C", "C", "C", "C", "C", "H", "H", "H", "H", "H", "H", "H", "H", "H", "H", "H", "H", "H", "H", "O", "S", "C", "C", "C", "C", "H", "H", "H", "H", "H", "H", "H", "H"],
  "xyz": [[0.14389, 0.04225, 0.68120], [2.89882, -4.40765, -1.73381], [1.72339, -3.89963, -2.27519], [0.88047, -3.11306, -1.50576], [1.22131, -2.86196, -0.18444], [2.38210, -3.38359, 0.37956], [3.22611, -4.14978, -0.40764], [0.37861, -2.03853, 0.61866], [-0.28850, -2.60165, 1.62911], [-0.30347, -3.99313, 1.91877], [-1.02690, -4.44862, 2.99520], [-1.77357, -3.57203, 3.79821], [-1.82638, -2.21131, 3.51204], [-1.10495, -1.74553, 2.43554], [-1.11766, -0.39734, 2.04624], [-1.92714, 0.41269, 2.53144], [-1.68901, 1.70470, 2.07791], [-2.47735, 2.74152, 2.53811], [-2.15911, 4.03048, 2.13588], [-1.05115, 4.22846, 1.32604], [-0.31412, 3.13594, 0.89352], [-0.63483, 1.88934, 1.22929], [3.55375, -5.01739, -2.34107], [1.45608, -4.12681, -3.29840], [-0.04791, -2.72815, -1.91148], [2.62661, -3.16970, 1.41329], [4.13531, -4.55372, 0.01623], [0.23963, -4.68475, 1.28829], [-1.02948, -5.50668, 3.21990], [-2.33434, -3.95932, 4.63839], [-2.42024, -1.53286, 4.10817], [-3.30021, 2.52485, 3.20498], [-2.75680, 4.86823, 2.46876], [-0.75261, 5.22023, 1.01762], [0.55813, 3.26243, 0.26539], [2.51650, -0.10978, -1.11902], [1.81307, 0.25698, -2.68781], [2.68619, 0.33043, -3.75757], [2.18916, 0.63410, -5.01568], [0.83414, 0.87454, -5.19539], [-0.02811, 0.80368, -4.11624], [0.44528, 0.46349, -2.84368], [-0.79858, 0.40974, -1.53018], [-2.03063, -0.86744, -1.86519], [-2.96532, -1.13423, -0.86071], [-3.94050, -2.09736, -1.05436], [-3.98672, -2.80621, -2.24963], [-3.06239, -2.54417, -3.24926], [-2.08439, -1.57577, -3.06225], [-1.64438, 2.00120, -1.71451], [-3.02889, 2.11841, -1.60126], [-3.63501, 3.35251, -1.80008], [-2.87227, 4.46504, -2.12447], [-1.49404, 4.35016, -2.25846], [-0.88176, 3.12484, -2.05583], [3.74340, 0.16027, -3.60581], [2.86931, 0.69557, -5.85430], [0.44889, 1.12560, -6.17400], [-1.08229, 1.00841, -4.26059], [-2.94731, -0.57544, 0.06940], [-4.66909, -2.29249, -0.27868], [-4.74839, -3.55893, -2.40151], [-3.10296, -3.08907, -4.18265], [-1.36972, -1.38651, -3.85293], [-3.64361, 1.25657, -1.38468], [-4.71132, 3.43583, -1.72874], [-3.35442, 5.41770, -2.29949], [-0.90132, 5.20955, -2.54382], [0.18860, 3.03625, -2.20288], [1.65585, 0.31909, 2.12322], [2.30301, 1.67525, 2.54295], [2.42273, 1.61093, 4.34101], [3.81986, 2.14607, 4.63489], [4.75568, 1.41603, 3.66900], [4.08958, 1.42932, 2.28745], [2.32708, 0.55306, 4.59607], [1.60442, 2.17978, 4.77762], [4.07848, 1.96125, 5.67625], [3.86088, 3.22613, 4.47930], [4.90898, 0.38869, 3.99854], [5.73139, 1.89487, 3.61916], [4.17963, 0.49663, 1.73146], [4.42283, 2.25154, 1.65541]],
  "atomic_forces_ev_per_a": [[2.04, 0.72, -1.42], [-0.02, 0.01, 0.03], [0.05, -0.03, -0.01], [-0.02, 0.09, -0.01], [0.17, 0.03, -0.04], [-0.01, 0.08, -0.02], [0.01, -0.04, -0.08], [0.03, 0.65, 0.10], [-0.24, -0.06, 0.05], [-0.04, -0.05, 0.07], [0.00, 0.00, -0.01], [-0.03, -0.01, 0.01], [-0.04, -0.10, 0.03], [0.02, -0.15, 0.14], [-0.48, -0.74, -1.03], [0.05, 0.54, 0.45], [-0.07, 0.26, -0.11], [0.08, -0.13, -0.03], [0.11, 0.14, -0.09], [-0.15, 0.06, 0.11], [0.14, 0.02, -0.06], [-0.05, 0.02, 0.18], [0.00, 0.00, 0.00], [0.01, 0.00, -0.01], [0.05, -0.01, 0.03], [-0.01, -0.01, 0.00], [0.00, -0.01, 0.00], [0.00, 0.09, 0.03], [-0.01, 0.00, 0.02], [0.01, 0.00, -0.01], [0.00, -0.01, 0.01], [0.00, -0.01, -0.01], [0.01, 0.01, 0.00], [0.00, 0.01, -0.01], [-0.08, -0.03, 0.01], [-0.90, 0.40, 0.48], [-0.08, -0.09, -0.12], [0.10, -0.02, 0.08], [0.00, 0.01, 0.00], [-0.02, 0.01, -0.02], [0.00, -0.10, -0.06], [0.13, -0.04, 0.30], [-1.02, -0.71, 0.83], [0.11, -0.03, -0.15], [0.05, -0.07, 0.01], [-0.02, 0.01, 0.00], [0.00, 0.00, -0.01], [0.00, 0.00, -0.01], [-0.03, 0.03, -0.04], [0.17, 0.07, -0.16], [0.04, 0.05, 0.14], [-0.02, -0.03, 0.02], [-0.01, 0.02, -0.01], [0.02, 0.00, -0.01], [-0.05, -0.03, -0.02], [0.00, 0.00, -0.01], [0.01, -0.01, 0.00], [0.00, 0.00, 0.00], [0.01, 0.02, 0.01], [0.02, -0.03, 0.02], [0.00, 0.00, 0.00], [0.00, 0.00, 0.00], [0.00, -0.01, 0.00], [0.00, -0.02, 0.02], [-0.02, -0.03, -0.01], [0.00, 0.00, 0.00], [0.00, 0.00, 0.00], [0.00, 0.00, 0.00], [0.02, 0.01, -0.01], [0.01, -0.74, 0.51], [-0.08, -0.09, -0.11], [0.02, 0.00, 0.02], [0.02, -0.02, 0.00], [0.01, 0.02, 0.00], [0.00, 0.04, 0.01], [-0.01, 0.00, 0.00], [0.01, 0.02, 0.00], [0.00, 0.00, 0.00], [-0.01, 0.00, 0.00], [-0.03, 0.00, 0.00], [0.01, -0.02, 0.00], [0.00, 0.00, -0.01], [0.01, 0.02, 0.03]],
  "lowdin_charge": [1.23, -0.04, -0.04, -0.03, -0.35, -0.04, -0.04, 0.00, -0.20, 0.06, 0.00, 0.02, 0.04, -0.16, -0.15, 0.17, -0.28, 0.06, 0.02, 0.01, -0.13, -0.08, 0.12, 0.12, 0.10, 0.13, 0.12, 0.14, 0.14, 0.14, 0.13, 0.14, 0.14, 0.14, 0.12, 0.79, -0.59, -0.07, -0.01, -0.02, -0.08, -0.38, 1.01, -0.38, -0.13, -0.05, -0.03, -0.03, -0.08, -0.36, -0.06, -0.04, -0.04, -0.05, -0.12, 0.12, 0.13, 0.13, 0.13, 0.09, 0.12, 0.12, 0.12, 0.11, 0.10, 0.12, 0.12, 0.12, 0.11, -0.69, 1.03, -0.29, -0.21, -0.19, -0.27, 0.11, 0.10, 0.14, 0.13, 0.13, 0.13, 0.09, 0.10]
}


(2)
{
  "formula": "C39H35CrN2O6S2Sb2",
  "method": "the ωB97M-V functional and the def2-TZVPD basis",
  "lumo_ev": [-2.13, -0.68],
  "homo_ev": [-8.24, -8.26],
  "spin_multiplicity": 4,
  "species": ["Cr", "O", "C", "O", "C", "O", "O", "C", "C", "C", "Sb", "C", "C", "C", "C", "C", "C", "C", "C", "C", "C", "C", "C", "Sb", "C", "C", "C", "C", "C", "C", "C", "C", "C", "C", "C", "C", "H", "H", "H", "H", "H", "H", "H", "H", "H", "H", "H", "H", "H", "H", "H", "H", "H", "H", "H", "H", "H", "H", "H", "H", "H", "H", "O", "C", "C", "C", "C", "C", "C", "C", "O", "N", "N", "C", "S", "C", "C", "S", "H", "H", "H", "H", "H", "H", "H", "H", "H"],
  "xyz": [[-0.68759, 0.14367, 1.14831], [-1.04766, 1.94491, 4.55343], [-0.72621, 1.24167, 3.63984], [-0.79774, 1.57704, 2.35954], [-0.16883, -0.19291, 3.81644], [0.08802, -0.69588, 4.87143], [-0.01215, -0.79447, 2.63865], [1.66350, -1.94779, -0.91834], [2.95301, -1.94917, -0.08563], [2.83508, -1.21609, 1.24702], [2.22583, 0.83542, 1.09570], [2.47708, 1.45733, 3.09336], [3.01706, 0.61988, 4.06385], [3.16660, 1.07008, 5.36745], [2.77779, 2.35711, 5.70660], [2.22955, 3.19407, 4.74655], [2.07353, 2.74406, 3.44440], [4.15448, 1.41046, 0.36111], [4.64460, 0.92982, -0.84731], [5.95036, 1.18889, -1.23481], [6.77977, 1.94461, -0.41993], [6.29660, 2.43255, 0.78409], [4.99174, 2.16623, 1.17460], [1.00100, -0.79735, -2.65671], [2.46653, -1.56396, -4.01049], [2.43621, -1.11696, -5.33057], [3.34846, -1.58507, -6.26366], [4.30845, -2.51542, -5.89042], [4.34677, -2.97415, -4.58388], [3.43059, -2.50138, -3.65124], [1.75534, 1.20941, -2.69633], [0.95633, 2.19396, -2.11508], [1.30182, 3.53583, -2.19439], [2.44391, 3.91403, -2.88415], [3.22489, 2.94837, -3.50443], [2.88074, 1.60827, -3.41275], [0.80364, -1.89335, -0.25071], [1.56124, -2.91798, -1.42082], [3.81859, -1.59733, -0.64155], [3.18241, -2.99450, 0.15546], [3.80274, -1.21540, 1.75493], [2.11012, -1.71715, 1.89120], [3.31119, -0.39258, 3.81680], [3.57189, 0.40891, 6.12126], [2.88197, 2.70050, 6.72697], [1.90118, 4.18891, 5.01583], [1.61321, 3.39626, 2.70964], [4.01517, 0.35005, -1.50393], [6.31415, 0.80258, -2.17871], [7.79789, 2.15225, -0.72170], [6.93569, 3.02332, 1.42735], [4.63562, 2.55148, 2.12265], [1.69483, -0.38811, -5.64104], [3.30837, -1.22522, -7.28350], [5.02238, -2.88110, -6.61676], [5.09130, -3.70085, -4.28483], [3.48368, -2.87692, -2.63754], [0.04460, 1.91647, -1.59598], [0.66862, 4.28148, -1.73095], [2.71788, 4.95866, -2.95102], [4.11140, 3.23608, -4.05479], [3.50291, 0.87242, -3.90955], [-2.65254, 2.88236, -1.69944], [-3.15944, 1.92686, -2.50378], [-3.87135, 2.37371, -3.62002], [-4.43346, 1.47362, -4.49710], [-4.30575, 0.10108, -4.28439], [-3.60640, -0.34394, -3.18551], [-3.01917, 0.54850, -2.28101], [-2.26717, 0.01096, -1.13424], [-1.64109, 0.86986, -0.35483], [-2.21690, -1.26265, -0.91957], [-1.42135, -1.54331, 0.20290], [-1.38599, -2.81664, 0.45417], [-2.22732, -3.92462, -0.59399], [-1.47321, -5.40695, 0.12381], [-1.25005, -5.15336, 1.59720], [-0.51340, -3.50845, 1.78832], [-2.21249, 2.44156, -0.95008], [-3.96410, 3.44086, -3.76588], [-4.98056, 1.83981, -5.35581], [-4.74691, -0.60466, -4.97342], [-3.48615, -1.40264, -3.00284], [-0.53283, -5.60967, -0.38941], [-2.15558, -6.23928, -0.04124], [-0.55657, -5.86880, 2.03758], [-2.18871, -5.17901, 2.15083]],
  "atomic_forces_ev_per_a": [[0.63, 0.52, 0.12], [0.07, -0.08, 0.06], [-0.06, 0.33, 0.04], [-0.24, -0.15, -0.18], [0.14, -0.42, -0.01], [-0.07, 0.12, 0.05], [-0.07, 0.08, 0.14], [0.05, -0.09, -0.03], [-0.05, -0.09, -0.05], [0.11, -0.07, 0.10], [-0.24, -0.76, -0.09], [-0.03, 0.10, 0.07], [0.07, -0.02, -0.02], [-0.01, 0.02, -0.02], [-0.01, -0.02, 0.01], [-0.01, 0.01, 0.00], [0.02, 0.03, -0.01], [-0.15, 0.27, -0.08], [-0.05, -0.08, -0.04], [0.04, 0.03, 0.00], [0.00, -0.02, -0.01], [0.03, 0.02, 0.00], [-0.07, 0.11, 0.12], [-0.11, -0.07, -0.15], [0.07, -0.06, 0.05], [-0.03, -0.01, -0.05], [0.00, 0.01, -0.02], [0.02, 0.00, -0.03], [0.00, -0.01, 0.03], [0.03, -0.01, -0.03], [0.00, 0.11, 0.08], [-0.05, -0.02, 0.09], [0.02, 0.01, -0.01], [0.02, 0.00, -0.01], [-0.01, 0.03, 0.03], [0.04, -0.04, -0.06], [0.20, -0.01, -0.04], [-0.04, -0.04, 0.07], [0.02, 0.12, -0.11], [0.00, 0.01, -0.02], [-0.03, 0.02, -0.01], [0.00, 0.06, -0.01], [-0.01, 0.00, 0.01], [0.00, -0.02, 0.01], [0.00, 0.01, 0.02], [-0.01, 0.01, 0.00], [0.00, -0.02, 0.01], [-0.04, -0.02, -0.02], [0.00, 0.00, -0.01], [0.01, 0.00, 0.00], [0.00, 0.01, 0.01], [0.00, -0.02, -0.01], [-0.01, 0.00, 0.00], [0.00, 0.01, -0.02], [0.00, -0.01, -0.01], [0.01, -0.01, 0.00], [0.00, 0.01, 0.04], [0.08, 0.03, -0.03], [-0.01, 0.01, 0.00], [0.00, 0.02, 0.00], [0.01, 0.02, -0.01], [0.01, 0.00, 0.05], [0.02, -0.02, 0.10], [-0.05, 0.04, -0.07], [0.04, -0.04, 0.02], [-0.02, -0.01, 0.01], [0.02, 0.03, 0.02], [0.01, -0.03, -0.06], [0.01, -0.09, 0.03], [-0.04, 0.10, -0.08], [0.03, 0.17, 0.03], [0.01, 0.01, -0.02], [-0.32, -0.18, 0.03], [-0.06, 0.03, 0.03], [-0.02, 0.02, -0.07], [0.05, 0.00, 0.03], [-0.03, -0.02, 0.01], [0.03, 0.03, 0.04], [0.02, 0.01, -0.02], [0.00, 0.02, 0.00], [-0.01, 0.01, -0.02], [-0.01, -0.02, -0.01], [0.01, -0.01, 0.02], [-0.01, 0.00, 0.00], [-0.01, -0.01, -0.01], [0.00, 0.00, -0.01], [0.02, 0.00, -0.01]],
  "lowdin_charge": [0.86, 0.14, -0.53, -0.16, -0.52, 0.14, -0.27, -0.41, -0.35, -0.36, 1.61, -0.41, -0.11, -0.07, -0.07, -0.07, -0.14, -0.33, -0.14, -0.07, -0.08, -0.08, -0.11, 1.53, -0.41, -0.16, -0.09, -0.09, -0.09, -0.12, -0.42, -0.17, -0.08, -0.08, -0.08, -0.15, -0.03, 0.04, 0.07, 0.11, 0.07, 0.04, 0.10, 0.11, 0.11, 0.11, 0.11, 0.07, 0.11, 0.10, 0.10, 0.09, 0.10, 0.10, 0.10, 0.10, 0.08, 0.06, 0.11, 0.10, 0.10, 0.09, 0.07, -0.25, -0.01, -0.08, -0.09, -0.03, -0.08, -0.43, -0.20, 0.02, -0.18, -0.88, 0.99, -0.51, -0.50, 1.01, 0.08, 0.12, 0.10, 0.10, 0.11, 0.08, 0.08, 0.08, 0.08]
}